(1)
# C2H11N2O2

A 3-piece molecular cluster, C2H11N2O2 overall (ωB97M-V/def2-TZVPD, OMol25).

ORCA input file:
```
! RIJCOSX wB97M-V def2-TZVPD def2/J DEFGRID3
* xyz 1 1
C 2.2889 1.5544 -0.7974
N 1.1675 0.6243 -0.5447
C 1.2942 -0.6703 -0.4182
N 0.2540 -1.4575 -0.2050
H 1.9008 2.5518 -0.6243
H 2.6143 1.4420 -1.8274
H 3.0895 1.3262 -0.1006
H 0.2107 0.9511 -0.4542
H 2.2714 -1.1235 -0.5443
H -0.6861 -1.1285 -0.4904
H 0.4556 -2.4453 -0.2457
H -1.2397 -0.3328 2.3804
H -2.6774 -0.3750 2.8881
O -2.1424 -0.0867 2.1472
H -2.5813 0.3974 -1.2877
H -2.3531 0.3610 0.2102
O -2.0185 -0.0192 -0.6235
*
```

Per-atom Löwdin charges, elementary charge units:
1 C -0.01
2 N 0.02
3 C -0.14
4 N 0.17
5 H 0.10
6 H 0.10
7 H 0.10
8 H 0.14
9 H 0.17
10 H 0.08
11 H 0.13
12 H 0.05
13 H 0.06
14 O -0.04
15 H 0.08
16 H 0.04
17 O -0.06

(2)
# C14H46O14

A 9-piece molecular cluster, C14H46O14 overall in a non-equilibrium geometry (ωB97M-V/def2-TZVPD, OMol25).

ORCA input file:
```
! RIJCOSX wB97M-V def2-TZVPD def2/J DEFGRID3
* xyz 0 1
O 14.6311 9.9133 8.4021
C 13.8284 9.3733 7.3796
C 12.4457 8.9481 7.8627
O 11.5934 10.0875 8.0035
H 15.0026 9.2645 9.0195
H 13.7354 10.1125 6.6359
H 14.4394 8.6694 6.8010
H 12.5971 8.3963 8.8620
H 11.9196 8.2504 7.1572
H 11.6425 10.2623 8.9674
O 8.1854 10.3832 9.6602
C 7.4070 9.8004 8.6377
C 7.8693 10.2434 7.2626
O 8.9560 9.4525 6.7245
H 9.1674 10.5490 9.4964
H 7.2790 8.7496 8.7936
H 6.4044 10.3103 8.7440
H 8.0845 11.3572 7.2333
H 7.0361 9.9860 6.5543
H 9.7825 9.8047 7.0587
O 6.7688 12.3628 10.9107
C 5.6407 11.7117 11.4931
C 5.8478 11.6033 12.9766
O 6.6986 10.4574 13.4149
H 7.3457 11.6618 10.5838
H 4.8181 12.3621 11.3590
H 5.5546 10.7489 10.9831
H 4.8812 11.5255 13.5187
H 6.4035 12.4477 13.2652
H 7.3380 10.3782 12.7054
O 13.9131 11.9241 9.9844
C 13.5540 13.2249 9.4992
C 12.4804 14.0226 10.2113
O 11.2068 13.5923 9.6446
H 14.0888 11.3646 9.1692
H 14.4559 13.8463 9.6211
H 13.3256 13.2095 8.4390
H 12.5835 15.0885 9.9771
H 12.5899 13.8713 11.3277
H 10.4749 14.1081 10.0416
O 13.1033 10.0861 12.0828
C 12.3187 11.1166 12.6288
C 10.8942 10.8849 12.2232
O 10.7693 11.1223 10.7565
H 13.0147 10.1816 11.1314
H 12.4409 11.0080 13.7037
H 12.6390 12.0993 12.3451
H 10.1404 11.4633 12.6656
H 10.7443 9.7987 12.3182
H 10.9298 12.0165 10.5290
C 16.6237 5.1697 8.0229
O 17.1510 5.4145 9.3254
H 17.4133 5.3340 7.2849
H 16.3149 4.1515 7.8230
H 15.8389 5.8858 7.8358
H 16.3952 5.7346 9.8604
C 9.0759 14.9859 12.5757
O 9.2280 14.0244 11.4670
H 8.2378 15.6622 12.5335
H 9.0648 14.5269 13.5738
H 9.9735 15.5933 12.4546
H 8.3796 13.5381 11.3578
C 15.9205 7.8536 13.5775
O 14.6006 7.4522 13.2762
H 16.0049 8.8612 13.9515
H 16.3577 7.2385 14.3902
H 16.4521 7.6140 12.6265
H 14.1190 8.0920 12.7776
C 13.8080 5.1367 11.0087
O 14.6071 6.1896 10.5652
H 12.9722 5.4740 11.6064
H 13.4464 4.5978 10.1672
H 14.2781 4.5029 11.7064
H 14.8013 6.6163 11.4228
*
```

Per-atom Löwdin charges, elementary charge units:
1 O -0.07
2 C -0.23
3 C -0.20
4 O -0.09
5 H 0.12
6 H 0.11
7 H 0.12
8 H 0.15
9 H 0.13
10 H 0.06
11 O -0.12
12 C -0.23
13 C -0.22
14 O -0.08
15 H 0.11
16 H 0.12
17 H 0.13
18 H 0.15
19 H 0.13
20 H 0.03
21 O -0.10
22 C -0.22
23 C -0.18
24 O -0.08
25 H 0.03
26 H 0.11
27 H 0.13
28 H 0.13
29 H 0.09
30 H 0.05
31 O -0.10
32 C -0.23
33 C -0.20
34 O -0.11
35 H 0.06
36 H 0.12
37 H 0.12
38 H 0.12
39 H 0.13
40 H 0.06
41 O -0.07
42 C -0.24
43 C -0.13
44 O -0.10
45 H 0.05
46 H 0.13
47 H 0.09
48 H 0.10
49 H 0.13
50 H 0.01
51 C -0.16
52 O -0.14
53 H 0.07
54 H 0.07
55 H 0.06
56 H 0.03
57 C -0.09
58 O -0.16
59 H 0.07
60 H 0.08
61 H 0.08
62 H 0.06
63 C -0.13
64 O -0.13
65 H 0.08
66 H 0.09
67 H 0.09
68 H 0.04
69 C -0.15
70 O -0.13
71 H 0.08
72 H 0.08
73 H 0.07
74 H 0.05

(3)
# H3OP

H3OP as an isolated structure in a non-equilibrium geometry (ωB97M-V/def2-TZVPD, OMol25).

ORCA input file:
```
! RIJCOSX wB97M-V def2-TZVPD def2/J DEFGRID3
* xyz 0 1
O 1.6296 0.1341 0.0074
P 0.1939 -0.0065 -0.0097
H -0.3588 -0.5321 1.2752
H -1.0076 1.2924 -0.2269
H -0.4570 -0.8879 -1.0460
*
```

Per-atom Löwdin charges, elementary charge units:
1 O -0.51
2 P 0.52
3 H -0.02
4 H 0.03
5 H -0.03

(4)
# C3H6N2OP

A 2-piece molecular cluster, C3H6N2OP overall in a non-equilibrium geometry (ωB97M-V/def2-TZVPD, OMol25).

ORCA input file:
```
! RIJCOSX wB97M-V def2-TZVPD def2/J DEFGRID3
* xyz 1 1
C -1.3827 -0.3437 -0.0300
C 0.0004 -0.7514 0.0589
C -1.7848 1.0731 0.0435
N 2.5255 0.5410 0.0049
N 1.4114 0.9170 -0.1773
O -2.0897 -1.3217 -0.1468
P 0.9923 -2.0585 -0.0498
H -0.9286 1.7335 0.1081
H -2.3923 1.3206 -0.8269
H -2.4283 1.2050 0.9151
H 3.3212 1.2022 -0.0116
H -0.0028 -3.0390 -0.0556
H 2.7583 -0.4781 0.1676
*
```

Per-atom Löwdin charges, elementary charge units:
1 C -0.53
2 C -0.28
3 C 0.01
4 N 0.03
5 N 0.15
6 O 0.13
7 P 1.02
8 H 0.06
9 H 0.11
10 H 0.11
11 H 0.17
12 H -0.05
13 H 0.07

(5)
# C2H7OS

A 2-piece molecular cluster, C2H7OS overall in a non-equilibrium geometry (ωB97M-V/def2-TZVPD, OMol25).

ORCA input file:
```
! RIJCOSX wB97M-V def2-TZVPD def2/J DEFGRID3
* xyz -1 1
S 2.7897 0.0405 1.5368
H 3.1941 -1.0209 0.8056
C -0.7477 0.1799 0.3481
O -0.2251 -1.1164 0.6277
C -0.9881 0.3465 -1.1718
H -0.0354 0.9403 0.6638
H -1.6684 0.2861 0.9287
H 0.7270 -0.9643 0.8999
H -0.1531 0.9500 -1.5335
H -1.8875 0.9397 -1.3730
H -1.0054 -0.5816 -1.7324
*
```

Per-atom Löwdin charges, elementary charge units:
1 S -0.22
2 H -0.44
3 C -0.35
4 O -0.17
5 C -0.10
6 H 0.07
7 H 0.09
8 H -0.05
9 H 0.06
10 H 0.05
11 H 0.06

(6)
# C10H21O5PTl

C10H21O5PTl as an isolated structure in a non-equilibrium geometry (ωB97M-V/def2-TZVPD, OMol25).

ORCA input file:
```
! RIJCOSX wB97M-V def2-TZVPD def2/J DEFGRID3
* xyz 3 1
C -3.2553 -2.1707 0.6445
C -4.1418 -0.7993 0.4162
C -3.1194 0.3965 -0.0451
C -2.3677 1.1603 1.2350
C -0.7962 1.4086 0.7225
C 0.1303 0.1083 1.2170
C 1.6123 0.0726 0.4482
O 2.0756 1.4677 0.4003
C 2.4554 1.8891 -0.9564
O 3.6403 2.5488 -1.0783
C 1.5739 1.6966 -2.3270
O 2.4972 1.3257 -3.4104
C 2.6052 -0.1323 -3.5812
P 2.8085 -0.9881 1.5566
O 2.7901 -0.4424 3.2100
O 2.3142 -2.6511 1.4029
H -3.9531 -3.1085 0.4888
H -2.3900 -2.2258 -0.1442
H -2.8855 -2.1577 1.7666
H -4.7956 -0.5037 1.3593
H -4.9121 -1.0189 -0.4502
H -3.6839 1.2112 -0.7067
H -2.3011 -0.0792 -0.7692
H -2.3562 0.5001 2.2078
H -2.9302 2.1866 1.3961
H -0.3671 2.4189 1.1305
H -0.7562 1.4675 -0.4660
H -0.4966 -0.8661 1.0498
H 0.3640 0.3152 2.3670
H 1.5825 -0.4797 -0.5833
H 1.0106 2.6753 -2.6854
H 0.7403 0.9063 -2.0916
H 2.5637 -0.3282 -4.7580
H 1.7746 -0.7588 -3.0453
H 3.6496 -0.5756 -3.2213
H 3.1502 0.5118 3.1630
H 2.3400 -2.9662 0.4475
Tl 3.8295 -2.0147 3.6899
*
```

Per-atom Löwdin charges, elementary charge units:
1 C -0.11
2 C -0.19
3 C -0.17
4 C -0.09
5 C -0.11
6 C -0.10
7 C -0.33
8 O -0.06
9 C -0.15
10 O 0.11
11 C -0.06
12 O -0.10
13 C -0.04
14 P 1.05
15 O -0.49
16 O -0.30
17 H 0.11
18 H 0.08
19 H 0.10
20 H 0.15
21 H 0.17
22 H 0.16
23 H 0.12
24 H 0.14
25 H 0.16
26 H 0.15
27 H 0.12
28 H 0.14
29 H 0.15
30 H 0.15
31 H 0.20
32 H 0.12
33 H 0.16
34 H 0.10
35 H 0.14
36 H 0.16
37 H 0.14
38 Tl 1.20

(7)
# C39H45N9O5PS5Sr

C39H45N9O5PS5Sr as an isolated structure in a non-equilibrium geometry (ωB97M-V/def2-TZVPD, OMol25).

ORCA input file:
```
! RIJCOSX wB97M-V def2-TZVPD def2/J DEFGRID3
* xyz -1 1
Sr 1.5782 -0.2694 -0.0952
C -0.4493 -0.1663 4.5728
C -0.0134 1.0547 5.1004
C 0.9233 1.7807 4.3369
C 1.3099 1.2735 3.1133
N 0.7825 0.1447 2.5499
C -0.0994 -0.6019 3.3016
C 2.3807 2.0023 2.4220
C 3.5784 2.4100 3.0737
C 4.3956 3.3197 2.3656
C 4.1313 3.5933 1.0361
C 3.0167 3.0244 0.4354
N 2.1793 2.2783 1.1141
C 2.6225 3.3055 -0.9128
C 2.9042 4.5527 -1.4852
C 2.1870 4.9168 -2.6337
C 1.2580 4.0331 -3.1382
C 1.0790 2.7764 -2.5645
N 1.6917 2.4791 -1.4280
H -1.1782 -0.7036 5.1505
H -0.3034 1.4592 6.0858
H 1.4296 2.6167 4.7955
H -0.4167 -1.5335 2.8902
H 3.8466 2.0479 4.0985
H 5.2474 3.6467 2.9362
H 4.8379 4.2017 0.4681
H 3.4948 5.2278 -0.8791
H 2.3390 5.9256 -3.0704
H 0.6431 4.2773 -4.0543
H 0.3397 2.1199 -3.0133
S -2.2643 -2.1778 -7.2477
N -0.7524 -1.9019 -6.8742
C -0.6603 -1.8208 -5.5492
C 0.5378 -1.4810 -4.8386
C 1.7431 -1.3315 -5.5533
C 2.9046 -1.0633 -4.8317
C 2.7894 -0.8021 -3.4823
N 1.6874 -0.9679 -2.7785
C 0.5290 -1.2349 -3.4581
C -0.7360 -1.1335 -2.7823
N -0.7708 -0.7147 -1.5038
C -1.9872 -0.4745 -0.9629
C -3.1979 -0.9855 -1.4914
C -3.1947 -1.5188 -2.7822
C -1.9628 -1.5052 -3.4772
C -1.9029 -1.9180 -4.9009
N -2.9250 -2.0022 -5.7417
H 1.7931 -1.5665 -6.6107
H 3.8693 -0.9140 -5.3287
H 3.6102 -0.3843 -2.9855
H -1.9216 -0.0291 0.0229
H -4.1150 -0.9541 -0.8966
H -4.0972 -1.8556 -3.3169
O 3.8992 -1.6206 -0.7472
S 4.6922 -0.6275 0.0265
O 3.9235 -0.1032 1.2564
O 5.9932 -1.1226 0.4276
S 4.7729 0.8996 -1.2004
C -5.3387 0.0470 2.1525
C -6.0372 1.1109 3.0164
C -7.4771 1.3684 2.4691
O -5.3680 2.3151 3.1218
P -4.0557 2.8700 2.3289
S -3.7952 4.5916 3.1478
S -2.5970 1.5194 2.1108
O -4.7333 2.8526 0.8429
C -4.2055 3.5288 -0.3319
C -4.8345 2.7496 -1.4960
C -4.5082 5.0399 -0.3457
H -5.9027 -0.9328 2.2480
H -4.3107 -0.1814 2.4936
H -5.3467 0.3415 1.1058
H -6.1489 0.8121 4.0787
H -7.4445 1.9808 1.5433
H -8.0629 1.8785 3.2060
H -7.9282 0.4232 2.2048
H -3.0788 3.3374 -0.3245
H -5.8965 2.9803 -1.3998
H -4.6686 1.6842 -1.5471
H -4.5814 3.2526 -2.4407
H -5.5305 5.2236 -0.0015
H -4.3971 5.4328 -1.3967
H -3.7991 5.6248 0.3035
C 3.9214 -4.2514 3.2206
C 2.5950 -4.8164 2.7567
N 2.3750 -4.7226 1.3073
C 3.1640 -5.6860 0.5152
C 4.3178 -5.0891 -0.2448
C 1.6119 -3.7773 0.7089
C 1.0614 -4.0424 -0.6572
N 1.2589 -2.6252 1.2412
H 3.9151 -3.1781 3.0251
H 4.7863 -4.7200 2.6900
H 4.1503 -4.3281 4.3073
H 1.6825 -4.3390 3.2337
H 2.6593 -5.8936 3.0358
H 2.4492 -6.1500 -0.1286
H 3.5642 -6.4062 1.2697
H 4.7956 -5.8525 -0.8809
H 5.1169 -4.8042 0.4243
H 4.0071 -4.2662 -0.8788
H 0.7715 -5.0561 -0.8950
H 1.8762 -3.8825 -1.3851
H 0.2414 -3.3350 -0.8567
H 1.7330 -2.5108 2.1379
*
```

These are the Löwdin partial charges, in e, on atoms 1 to 99:
1 Sr 1.30
2 C -0.09
3 C -0.04
4 C -0.01
5 C -0.24
6 N 0.06
7 C -0.15
8 C -0.23
9 C 0.00
10 C -0.04
11 C -0.03
12 C -0.32
13 N 0.13
14 C -0.28
15 C 0.01
16 C -0.07
17 C -0.09
18 C -0.13
19 N 0.08
20 H 0.09
21 H 0.12
22 H 0.11
23 H 0.08
24 H 0.13
25 H 0.10
26 H 0.12
27 H 0.11
28 H 0.11
29 H 0.12
30 H 0.10
31 S 0.99
32 N -0.25
33 C -0.32
34 C -0.10
35 C 0.02
36 C -0.01
37 C -0.14
38 N 0.09
39 C -0.16
40 C -0.16
41 N 0.05
42 C -0.08
43 C -0.03
44 C 0.01
45 C -0.06
46 C -0.31
47 N -0.20
48 H 0.11
49 H 0.12
50 H 0.00
51 H 0.04
52 H 0.11
53 H 0.12
54 O -0.56
55 S -0.03
56 O -0.56
57 O -0.42
58 S 0.31
59 C -0.14
60 C -0.48
61 C -0.05
62 O -0.35
63 P -0.22
64 S 0.18
65 S 0.25
66 O -0.39
67 C -0.47
68 C -0.05
69 C -0.08
70 H 0.09
71 H 0.00
72 H 0.05
73 H 0.14
74 H 0.08
75 H 0.06
76 H 0.06
77 H 0.13
78 H 0.08
79 H 0.05
80 H 0.07
81 H 0.08
82 H 0.08
83 H 0.06
84 C -0.08
85 C -0.22
86 N -0.09
87 C -0.21
88 C -0.06
89 C -0.43
90 C -0.02
91 N 0.05
92 H 0.07
93 H 0.08
94 H 0.08
95 H 0.13
96 H 0.11
97 H 0.09
98 H 0.12
99 H 0.08

(8)
# C26H27F8NO7

A 2-piece molecular cluster, C26H27F8NO7 overall in a non-equilibrium geometry (ωB97M-V/def2-TZVPD, OMol25).

ORCA input file:
```
! RIJCOSX wB97M-V def2-TZVPD def2/J DEFGRID3
* xyz 0 1
C 2.2482 -1.4999 -6.3121
C 0.6211 -1.7769 -6.2795
C -0.1853 -0.3408 -6.0644
O 0.2719 0.2220 -4.7848
C -0.7175 0.0741 -3.7137
C -0.0516 -0.2964 -2.2239
C -1.4215 -0.2429 -1.3206
C -2.5253 -1.4795 -1.1871
C -3.8909 -1.4583 -0.3053
N -4.2416 -0.2561 0.5035
C -3.2719 0.8737 0.4451
C -1.8863 1.0665 -0.3878
O 0.5512 -1.6045 -2.5929
C 2.0183 -1.5972 -2.7318
O 2.8595 -2.6168 -2.9812
O 2.3120 -0.1352 -2.5844
C 1.2707 0.4742 -1.6889
C 1.2556 2.0959 -2.0997
C 2.7275 2.8031 -2.1657
O 2.9953 3.7530 -1.0345
C 1.9310 0.3195 -0.2509
F 3.4350 0.2862 -0.4540
F 1.7181 1.5796 0.5620
C 1.6651 -0.8852 0.7626
C 0.6841 -2.1721 0.7255
C 0.5903 -3.3688 1.8902
C 1.5767 -3.2910 3.2106
C 2.5857 -1.9870 3.2907
C 3.5977 -1.9419 4.6203
F 2.7381 -2.3315 5.7907
F 4.8030 -2.8020 4.4613
F 3.9310 -0.4924 4.8152
C 2.6383 -0.8280 2.1337
H 2.8069 -2.5257 -6.1651
H 2.5657 -1.0440 -7.3435
H 2.6271 -0.7770 -5.4643
H 0.2849 -2.2247 -7.3101
H 0.3220 -2.5206 -5.3984
H 0.1565 0.4275 -6.9067
H -1.3499 -0.4424 -6.1134
H -1.2510 1.1095 -3.5794
H -1.4537 -0.8200 -3.9454
H -2.3051 -2.4638 -1.8157
H -4.5944 -2.3927 -0.2724
H -3.5574 1.8105 1.1319
H -1.2282 2.0352 -0.3134
H 0.5391 2.7267 -1.3822
H 0.7943 2.2807 -3.1856
H 2.7775 3.4984 -3.1364
H 3.6405 2.0801 -2.2562
H 3.4427 3.2753 -0.2763
H -0.0084 -2.3083 -0.1941
H -0.1680 -4.2754 1.7319
H 1.5353 -4.1523 4.0125
H 3.4359 0.0446 2.2998
C -1.6032 3.3583 5.8362
C -1.5530 1.9617 5.2449
O -2.7608 1.2447 5.5423
C -3.8302 1.4979 4.7217
O -3.7989 2.2876 3.7819
C -5.0267 0.6336 5.1166
F -5.2369 0.6055 6.4639
F -4.8723 -0.6648 4.7287
F -6.1979 1.0592 4.5613
H -1.8133 3.3147 6.9097
H -0.6537 3.8784 5.6814
H -2.4015 3.9517 5.3799
H -0.7305 1.4008 5.7007
H -1.3668 1.9855 4.1651
*
```

Per-atom Löwdin charges, elementary charge units:
1 C -0.13
2 C -0.20
3 C -0.19
4 O -0.22
5 C -0.11
6 C -0.23
7 C -0.05
8 C -0.01
9 C -0.08
10 N -0.02
11 C -0.10
12 C 0.04
13 O -0.04
14 C -0.19
15 O 0.04
16 O -0.02
17 C -0.19
18 C -0.05
19 C -0.20
20 O -0.14
21 C -0.18
22 F -0.02
23 F -0.03
24 C -0.02
25 C 0.03
26 C -0.02
27 C 0.01
28 C -0.04
29 C -0.21
30 F -0.01
31 F 0.02
32 F -0.02
33 C 0.09
34 H 0.08
35 H 0.08
36 H 0.08
37 H 0.11
38 H 0.12
39 H 0.14
40 H 0.13
41 H 0.15
42 H 0.15
43 H 0.10
44 H 0.11
45 H 0.11
46 H 0.09
47 H 0.13
48 H 0.14
49 H 0.14
50 H 0.13
51 H 0.09
52 H 0.06
53 H 0.10
54 H 0.11
55 H 0.13
56 C -0.06
57 C -0.21
58 O 0.01
59 C -0.32
60 O 0.12
61 C -0.47
62 F 0.14
63 F 0.14
64 F 0.14
65 H 0.08
66 H 0.08
67 H 0.08
68 H 0.13
69 H 0.12

| no. | energy (eV) | HOMO-LUMO gap (eV) |
| --- | --- | --- |
| 1 | -9322.048 | 11.6 |
| 2 | -43924.572 | 10.5 |
| 3 | -11383.297 | 11.1 |
| 4 | -17512.182 | 8.6 |
| 5 | -15071.195 | 7.0 |
| 6 | -34885.755 | 2.7 |
| 7 | -129130.913 | 5.1 |
| 8 | -64940.427 | 8.4 |